#one
Below is a structure of composition C18H28BrFeN7O7S, with properties calculated with ωB97M-V/def2-TZVPD.

Geometry (Å):
Fe: 0.58690 0.95077 0.73125
O: -4.12449 -1.42702 -2.81225
C: -3.18511 -0.86952 -2.07587
C: -2.49489 0.29551 -2.41797
C: -1.43587 0.68271 -1.63436
N: -1.05977 0.04698 -0.49999
C: -1.81398 -0.98870 -0.14265
Br: -1.43834 -1.78121 1.54562
C: -2.85720 -1.50113 -0.87142
H: -4.12872 -1.10724 -3.76607
H: -2.75910 0.85920 -3.30490
H: -0.85978 1.56127 -1.88671
H: -3.40336 -2.37093 -0.54052
N: 1.63551 -1.10697 0.53773
N: 2.29314 -1.32308 1.76295
C: 2.45340 -0.19801 2.60207
O: 3.28683 -0.25197 3.48326
O: 1.65789 0.78618 2.33152
H: 0.98352 -1.86840 0.37710
H: 2.29384 -1.05518 -0.23740
H: 3.09669 -1.93158 1.73711
C: 3.84693 1.23464 -0.43591
C: 2.87783 2.38922 -0.67738
C: 3.10861 3.48206 0.37153
C: 3.10619 2.95683 -2.07962
N: 1.50011 1.90609 -0.58494
H: 4.88010 1.57726 -0.52176
H: 3.69456 0.44375 -1.17612
H: 3.72282 0.82570 0.56839
H: 4.12493 3.88064 0.30266
H: 2.95585 3.07853 1.37340
H: 2.40264 4.30085 0.21987
H: 4.12646 3.33253 -2.18564
H: 2.41529 3.77958 -2.27533
H: 2.94352 2.18477 -2.83497
N: 1.40165 -0.91728 -2.52511
C: 0.52245 -0.92928 -3.64093
C: -0.35810 -1.99123 -3.82166
C: -1.42369 -1.86902 -4.70193
C: -1.57396 -0.71592 -5.46614
C: -0.58537 0.25666 -5.41217
C: 0.45335 0.15920 -4.50030
S: -3.15166 -0.32046 -6.21611
O: -3.30134 1.09864 -5.91905
O: -4.10163 -1.14607 -5.45968
O: -3.08012 -0.64811 -7.62303
H: 1.54895 0.02943 -2.17641
H: 0.92143 -1.40873 -1.77977
H: -0.28254 -2.85863 -3.17566
H: -2.19480 -2.62809 -4.74710
H: -0.70295 1.15397 -6.00614
H: 1.16272 0.97239 -4.39237
C: -2.61609 3.01536 3.20093
N: -2.50066 3.39486 1.80655
C: -1.41720 2.98162 1.05114
N: -1.10763 3.47217 -0.10470
O: -0.76117 1.99242 1.59412
H: -3.56082 3.39845 3.58614
H: -1.79812 3.39810 3.81842
H: -2.62177 1.93172 3.29155
H: -2.86267 4.29910 1.55965
H: -1.75975 4.20116 -0.37727
H: 0.84903 2.64405 -0.86006

Computed properties:
- gap between HOMO and LUMO (spin up / spin down) (eV) = 8.09 / 7.71
- 2S+1 = 6
- <S²> = 8.763
- total charge = -1

=====

#two
Below is a structure of composition C18H28BrFeN7O7S, with properties calculated with ωB97M-V/def2-TZVPD.

Geometry (Å):
Fe: -0.80352 0.95896 0.99000
O: 5.09165 1.59475 -0.88568
C: 3.93257 1.46893 -0.20703
C: 3.27193 0.25247 -0.06328
C: 2.07242 0.24801 0.60884
N: 1.51413 1.34152 1.14759
C: 2.18166 2.47432 1.02937
Br: 1.42740 4.00832 1.84164
C: 3.38769 2.60990 0.36650
H: 5.31351 0.75596 -1.30722
H: 3.65290 -0.66018 -0.50302
H: 1.50030 -0.66784 0.69155
H: 3.88202 3.56519 0.28152
N: -0.52720 0.35784 3.20564
N: -1.05064 -0.93306 3.38175
C: -1.68469 -1.53709 2.26906
O: -2.34706 -2.54427 2.48501
O: -1.43010 -0.98980 1.14102
H: 0.40616 0.41860 3.59069
H: -1.11838 1.08806 3.59004
H: -1.49623 -1.13756 4.26317
C: -4.12932 2.74858 0.69361
C: -2.92872 3.19628 1.54198
C: -2.58252 4.65286 1.19277
C: -3.31393 3.11827 3.02957
N: -1.82017 2.34886 1.28093
H: -5.00925 3.37037 0.88569
H: -4.37563 1.70967 0.91936
H: -3.87761 2.81380 -0.36587
H: -3.43592 5.32025 1.34671
H: -2.26998 4.71369 0.14941
H: -1.75368 4.99812 1.81449
H: -4.15259 3.77910 3.26891
H: -2.46103 3.41040 3.64829
H: -3.59856 2.09418 3.28408
N: 0.25026 -3.93790 1.62385
C: 0.59380 -3.80496 0.27690
C: 1.76379 -3.14165 -0.09361
C: 2.08689 -2.96446 -1.43036
C: 1.27650 -3.48421 -2.42576
C: 0.15408 -4.21906 -2.06321
C: -0.19268 -4.36971 -0.73159
S: 1.60952 -3.13811 -4.14648
O: 1.72445 -4.42307 -4.80271
O: 2.81481 -2.31964 -4.13174
O: 0.42095 -2.37753 -4.57934
H: -0.74241 -4.08410 1.76560
H: 0.50949 -3.12851 2.17232
H: 2.42129 -2.76443 0.68444
H: 2.97643 -2.42545 -1.73061
H: -0.46538 -4.64979 -2.84116
H: -1.09145 -4.91084 -0.45823
C: 1.37561 0.84768 -3.28505
N: 0.30293 -0.08838 -3.03317
C: -0.35270 -0.14897 -1.87272
N: -1.25377 -1.14968 -1.72570
O: -0.15544 0.69146 -0.95424
H: 1.07585 1.61039 -4.00715
H: 2.22965 0.29868 -3.68426
H: 1.65585 1.34445 -2.35778
H: 0.25057 -0.92388 -3.63340
H: -1.18662 -1.92166 -2.37151
H: -1.51988 -1.36412 -0.77040

Computed properties:
- gap between HOMO and LUMO (spin up / spin down) (eV) = 7.20 / 7.35
- 2S+1 = 6
- <S²> = 8.777
- total charge = -1

=====

Which of them is least stable? Easy: #two.

=====

#one
Below is a cluster of 3 separate species, C6H14N2O2 in total, with properties calculated with ωB97M-V/def2-TZVPD.

Geometry (Å):
C: 4.51068 -0.55531 -0.19521
C: -1.78886 -1.23205 -0.90547
C: -0.49523 -1.73732 1.26971
C: 1.58190 1.95838 -0.61102
C: -1.28663 1.48059 1.21014
C: -0.55117 -1.08275 -0.14852
N: 0.71332 0.75579 -0.84746
N: 0.17144 0.11940 0.17876
O: 4.41783 -0.47164 -1.33070
O: 4.57402 -0.73886 0.93076
H: -1.68675 -0.78700 -1.94006
H: -1.95736 -2.32368 -1.04020
H: -2.61192 -0.69966 -0.47123
H: 0.39500 -2.43178 1.35721
H: -1.42899 -2.26121 1.34107
H: -0.30802 -0.91754 1.94679
H: 2.42868 1.85023 -1.34501
H: 1.13077 2.95152 -0.73090
H: 2.01327 1.86112 0.39047
H: -0.67353 2.25903 1.45552
H: -2.10249 1.77296 0.54317
H: -1.57001 0.77786 1.99973
H: 0.08829 -1.67458 -0.81817
H: 0.07857 0.78006 -1.66626

Computed properties:
- gap between HOMO and LUMO (spin up / spin down) (eV) = 7.86 / 7.78
- 2S+1 = 1

=====

#two
Below is a cluster of 2 separate species, C6H14N2O2 in total, with properties calculated with ωB97M-V/def2-TZVPD.

Geometry (Å):
C: -1.86446 -0.21207 1.76122
N: -1.95079 0.58459 0.55152
C: -1.18564 1.77641 0.48045
C: -1.60725 2.55794 -0.73397
O: -0.33120 1.90335 1.28259
H: -1.27994 0.24570 2.62694
H: -2.91010 -0.39226 2.11196
H: -1.38365 -1.27026 1.49544
H: -2.58377 0.21444 -0.10526
H: -2.13636 1.82783 -1.40447
H: -2.05457 3.46286 -0.32148
H: -0.83371 2.81984 -1.40862
C: 1.40065 -2.03067 1.14806
N: 1.63658 -0.98218 0.10559
C: 1.86648 -1.26982 -1.21932
C: 1.98056 -0.17020 -2.16746
O: 1.89037 -2.43511 -1.52338
H: 1.62436 -1.53229 2.05001
H: 0.35626 -2.39874 1.14878
H: 1.99560 -3.12575 1.08656
H: 1.40289 -0.10922 0.46550
H: 2.65606 -0.40261 -3.06776
H: 1.08793 0.15674 -2.58668
H: 2.22373 0.78147 -1.77624

Computed properties:
- SMILES string = CNC(C)=O.CNC(C)=O
- gap between HOMO and LUMO (eV) = 9.92
- 2S+1 = 1

=====

#three
Below is a cluster of 2 separate species, C6H14N2O2 in total, with properties calculated with ωB97M-V/def2-TZVPD.

Geometry (Å):
C: 0.86891 0.84342 -2.59988
N: -0.05663 1.50838 -1.70118
C: -1.23214 0.77605 -1.35403
C: -2.11574 1.66557 -0.47313
O: -1.33445 -0.40974 -1.48301
H: 1.10207 -0.15915 -2.22575
H: 0.43050 0.57878 -3.57364
H: 1.81198 1.39267 -2.66513
H: -0.24031 2.48405 -1.86303
H: -3.14929 1.38822 -0.42715
H: -1.74275 1.66070 0.55401
H: -2.06278 2.68199 -0.86563
C: -0.25536 0.23863 2.41671
N: 0.73080 -0.50631 1.65889
C: 0.94304 -1.83597 1.78012
C: 1.47434 -2.56100 0.60213
O: 0.50560 -2.49751 2.71786
H: -0.08739 0.18899 3.48172
H: -0.38797 1.22792 1.97380
H: -1.22080 -0.31851 2.39717
H: 1.18266 -0.13156 0.84300
H: 2.17657 -3.33384 0.90245
H: 0.65591 -2.99285 0.01469
H: 2.00322 -1.88893 -0.11098

Computed properties:
- SMILES string = CNC(C)=O.CNC(C)=O
- gap between HOMO and LUMO (eV) = 10.01
- 2S+1 = 1

=====

Which of them is least stable? Easy: #one.

=====

#one
Below is a cluster of 2 separate species, C6H14N2O2 in total, with properties calculated with ωB97M-V/def2-TZVPD.

Geometry (Å):
C: 1.11242 1.41626 0.32340
N: 1.15881 0.41398 -0.66690
C: 2.08644 0.49653 -1.69916
C: 2.00681 -0.68974 -2.51447
O: 2.73454 1.44943 -2.08636
H: 2.07880 1.99398 0.66285
H: 0.24441 2.21064 0.10513
H: 0.78269 0.96246 1.32440
H: 0.65046 -0.37980 -0.54583
H: 2.10646 -0.45687 -3.60952
H: 2.90847 -1.38350 -2.28771
H: 1.12617 -1.14589 -2.25085
C: -0.54698 -1.24821 2.48791
N: -1.14894 -0.21519 1.66742
C: -1.82649 -0.64148 0.39856
C: -2.57850 0.54201 -0.27767
O: -1.61766 -1.74768 0.04019
H: 0.36741 -0.81024 3.11587
H: -1.16139 -1.75815 3.16820
H: -0.14378 -2.03693 1.80584
H: -1.53572 0.36821 2.19641
H: -3.75034 0.79989 0.25416
H: -2.20668 1.52581 -0.25724
H: -2.84739 0.33448 -1.35463

Computed properties:
- SMILES string = CNC(C)=O.CNC(C)=O
- gap between HOMO and LUMO (eV) = 10.13
- 2S+1 = 1

=====

#two
Below is a cluster of 2 separate species, C6H14N2O2 in total, with properties calculated with ωB97M-V/def2-TZVPD.

Geometry (Å):
C: 1.88682 -2.43322 -0.63709
N: 0.45982 -2.06329 -0.43195
C: 0.04345 -2.12087 0.93674
C: -1.17979 -1.61940 1.47696
O: 0.67724 -2.90555 1.64617
H: 2.05098 -2.93800 -1.52754
H: 2.56545 -1.63807 -0.63216
H: 2.21016 -3.11984 0.12274
H: 0.22838 -1.23420 -0.84187
H: -1.90982 -1.19398 0.82609
H: -1.77374 -2.53266 1.98239
H: -1.14908 -0.89392 2.32270
C: 0.71483 2.29233 -2.06218
N: 0.21139 2.16262 -0.68342
C: -1.00542 1.61446 -0.23785
C: -1.28674 2.04883 1.11389
O: -1.79294 0.96674 -0.98190
H: 0.78153 1.10286 -2.44462
H: -0.15021 2.85236 -2.59634
H: 1.81412 2.46165 -1.98184
H: 0.83869 2.54604 0.02382
H: -1.07780 3.19163 1.40048
H: -2.42398 1.90096 1.26196
H: -0.73334 1.55250 1.94482

Computed properties:
- SMILES string = CNC(C)=O.CNC(C)=O
- gap between HOMO and LUMO (eV) = 9.92
- 2S+1 = 1

=====

Which of them is least stable? Easy: #one.